Entry 1:
# C33H26CdF9N5O2S

A molecular structure, C33H26CdF9N5O2S (ωB97M-V with the def2-TZVPD basis set, OMol25).

Calculated values
- gap between HOMO and LUMO (eV) = 6.57
- relative energy (zero: lowest compared OMol25 entry of this formula, charge and spin) (kJ/mol) = 0.6
- M (g/mol) = 840.07
- net charge = 0
- E_LUMO (eV) = -0.2
- spin multiplicity = 1

Geometry (Å):
Cd  0.25908  0.30560  1.76068
C  3.89263  1.45086  -1.02072
C  3.14842  0.79628  -0.02387
N  2.12925  1.34947  0.58383
C  1.76530  2.62311  0.27343
C  2.41081  3.33414  -0.76153
C  3.50267  2.70427  -1.39925
C  1.96344  4.62884  -1.11431
C  0.90360  5.16302  -0.44067
C  0.27933  4.48575  0.62385
C  0.69828  3.23448  1.04198
N  0.18366  2.48448  2.06097
C  -0.40357  2.95735  3.18795
C  -0.47758  4.27813  3.61463
C  -1.10171  4.64227  4.81955
C  -1.67363  3.72142  5.64817
C  -1.58550  2.35464  5.29852
C  -2.10857  1.33365  6.12136
C  -1.96512  0.02182  5.77440
C  -1.27977  -0.27828  4.58818
N  -0.79759  0.64821  3.79389
C  -0.94439  1.96523  4.10150
H  4.73571  0.95302  -1.47992
H  3.39849  -0.21783  0.27412
H  4.02616  3.23560  -2.18550
H  2.45836  5.16610  -1.91284
H  0.52814  6.14001  -0.71911
H  -0.57133  4.94771  1.10141
H  -0.02590  5.05787  3.02245
H  -1.12850  5.69249  5.08387
H  -2.17207  4.00823  6.56461
H  -2.61855  1.61364  7.03558
H  -2.35516  -0.77712  6.38879
H  -1.12736  -1.30812  4.28531
F  -2.54736  0.80513  -2.37983
C  -2.78574  -0.28193  -1.63672
F  -2.09527  -1.29314  -2.18052
F  -4.08557  -0.58494  -1.75599
C  -2.33581  -0.05030  -0.16155
O  -0.99249  -0.01638  -0.09405
C  -2.94726  1.29928  0.33931
F  -4.23240  1.45632  -0.00627
F  -2.26296  2.33188  -0.14596
F  -2.88161  1.36826  1.67997
C  -2.90763  -1.22009  0.70654
F  -2.64735  -2.40555  0.12903
F  -2.31294  -1.24359  1.90989
F  -4.22495  -1.14964  0.91468
C  1.35383  -1.26249  -4.78919
C  0.63956  -1.35010  -3.44699
C  1.65088  -1.35744  -2.31357
N  1.04407  -1.54175  -0.99148
C  1.50623  -2.29706  -0.02362
S  1.13354  -2.09938  1.62874
N  2.38396  -3.32361  -0.31067
C  2.35660  -4.27677  -1.34798
O  3.34131  -4.94754  -1.53605
C  1.09590  -4.45438  -2.12150
C  -0.15924  -4.33277  -1.53201
C  -1.29924  -4.54629  -2.29059
C  -1.18588  -4.87304  -3.63500
C  0.06684  -5.01007  -4.21969
C  1.20832  -4.81342  -3.46076
H  0.63788  -1.22827  -5.60972
H  1.99920  -2.13024  -4.94461
H  1.97542  -0.36651  -4.85131
H  0.02307  -2.24820  -3.40350
H  -0.03006  -0.49810  -3.32014
H  2.17149  -0.39520  -2.29186
H  2.40746  -2.12172  -2.47803
H  0.23069  -0.93471  -0.75125
H  3.02356  -3.56487  0.43268
H  -0.25773  -4.08126  -0.48304
H  -2.27380  -4.44584  -1.83254
H  -2.07796  -5.02553  -4.22850
H  0.15247  -5.27362  -5.26556
H  2.19400  -4.93150  -3.89210

Cartesian forces, eV/Å:
0.028 0.076 -0.099
-0.011 0.003 0.005
0.021 0.006 -0.024
-0.027 0.010 0.006
-0.059 -0.016 0.074
0.020 -0.001 -0.009
-0.010 0.009 0.008
0.007 -0.005 -0.004
-0.011 -0.002 0.006
0.009 0.021 -0.020
0.033 -0.047 -0.017
0.034 -0.021 0.000
-0.020 0.012 0.010
-0.003 0.015 0.005
0.011 0.016 -0.015
-0.005 -0.019 0.008
-0.003 0.005 0.009
-0.006 0.027 0.011
0.012 -0.020 -0.010
0.009 0.005 0.017
-0.018 -0.017 -0.001
0.006 -0.010 0.001
0.002 0.004 -0.002
-0.006 0.004 -0.001
0.002 -0.002 0.000
0.000 0.001 0.001
-0.001 0.001 -0.001
0.000 -0.003 -0.010
0.002 -0.011 0.002
-0.003 -0.001 0.003
0.001 0.001 0.001
-0.002 -0.003 0.000
0.002 -0.002 0.001
-0.008 -0.001 -0.004
0.000 -0.009 0.001
0.004 0.007 0.007
0.024 -0.001 -0.013
0.002 0.005 0.003
-0.051 -0.024 -0.009
-0.015 0.031 0.035
0.021 0.002 -0.006
-0.012 0.012 -0.010
-0.006 -0.009 -0.015
0.012 -0.015 0.018
0.068 0.008 -0.009
-0.016 -0.008 0.019
-0.011 -0.003 -0.015
-0.021 0.008 -0.002
-0.011 -0.005 0.011
0.006 0.014 -0.008
-0.018 -0.019 0.039
0.052 -0.044 0.014
-0.055 0.024 -0.074
0.004 -0.022 0.098
-0.016 -0.041 -0.022
0.019 0.036 0.013
-0.003 -0.015 -0.010
-0.002 0.004 0.032
0.000 0.012 -0.004
0.008 -0.006 -0.006
-0.009 0.003 0.004
0.008 -0.006 -0.002
-0.001 -0.004 -0.009
0.002 0.003 -0.002
0.001 0.002 -0.005
0.000 0.002 0.000
0.006 -0.004 0.008
-0.009 0.002 -0.001
0.006 0.014 -0.001
-0.002 0.006 -0.017
0.004 -0.004 -0.020
0.003 0.006 0.003
0.003 0.002 0.002
-0.003 0.002 0.000
0.000 0.000 0.000
0.000 0.001 -0.001
-0.001 -0.001 0.000

Entry 2:
# C4H8O2

A single C4H8O2 molecule (ωB97M-V with the def2-TZVPD basis set, OMol25).

Calculated values
- gap between HOMO and LUMO (eV) = 10.88
- relative energy (zero: lowest compared OMol25 entry of this formula, charge and spin) (kJ/mol) = 109.1
- M (g/mol) = 88.11
- net charge = 0
- E_LUMO (eV) = 1.0
- spin multiplicity = 1

Geometry (Å):
O  1.20251  1.10914  -0.55582
C  1.36492  -0.27267  -0.29425
C  0.02815  -0.99688  -0.15532
C  -0.89554  -0.24731  0.80319
C  -1.41521  1.03896  0.19472
O  -1.73752  1.14783  -0.96702
H  0.66936  1.19942  -1.35836
H  1.91884  -0.32938  0.65031
H  1.98570  -0.75105  -1.06638
H  0.20706  -2.02121  0.19173
H  -0.46895  -1.06525  -1.13054
H  -1.77640  -0.86042  1.04230
H  -0.39325  -0.02484  1.75259
H  -1.52530  1.89461  0.88958

Cartesian forces, eV/Å:
-0.047 0.089 -0.202
0.116 -0.299 0.106
0.006 -0.020 -0.090
0.014 -0.027 0.026
-0.157 -0.055 -0.239
0.105 -0.037 0.448
0.101 0.057 0.141
-0.079 0.019 -0.127
-0.120 0.055 0.102
-0.031 0.151 -0.027
0.094 -0.014 0.109
0.092 0.120 -0.028
-0.065 -0.005 -0.142
-0.029 -0.034 -0.077

Entry 3:
# C12H16N2O4

A single C12H16N2O4 molecule in a non-equilibrium geometry (ωB97M-V with the def2-TZVPD basis set, OMol25).

Calculated values
- gap between HOMO and LUMO (eV) = 9.90
- relative energy (zero: lowest compared OMol25 entry of this formula, charge and spin) (kJ/mol) = 111.5
- M (g/mol) = 252.27
- net charge = 0
- E_LUMO (eV) = 0.6
- spin multiplicity = 1

Geometry (Å):
C  -0.06717  2.34079  2.18925
C  -1.10654  1.77498  1.21923
C  1.21842  2.71716  1.45581
C  -1.58396  -0.09251  -0.30748
C  -1.76952  -1.32449  0.57833
C  -1.08172  -0.57345  -1.65450
C  0.31411  -0.97269  -1.80541
C  0.91356  -0.46234  -2.96549
C  1.04708  -1.85437  -1.01871
C  2.20254  -0.85539  -3.30226
C  2.33715  -2.24700  -1.36159
C  2.90841  -1.77130  -2.52833
H  -0.12329  0.46991  3.11402
H  0.08883  1.59993  4.22936
H  -0.53767  3.21147  2.58412
H  1.81895  3.26137  2.14974
H  0.95528  3.29378  0.57828
H  1.73223  0.99524  1.87243
H  0.31864  0.67727  0.34974
H  -2.58181  0.33806  -0.35996
H  -1.78521  -1.34670  -1.96339
H  -1.33680  0.28070  -2.28973
H  0.37091  0.20968  -3.63317
H  0.63702  -2.29060  -0.09784
H  2.71532  -0.53378  -4.21994
H  2.86608  -2.99661  -0.78570
H  3.95040  -2.09506  -2.81618
H  -2.90788  -2.69131  0.98157
N  0.23130  1.35411  3.25909
N  -0.66361  0.93935  0.19991
O  -2.24287  2.21767  1.21989
O  1.84916  1.52914  1.04230
O  -1.16164  -1.49671  1.61335
O  -2.83828  -2.06433  0.26204

Cartesian forces, eV/Å:
-0.171 -1.177 0.221
-0.553 0.906 -1.178
-1.054 -0.457 -0.168
0.897 -0.213 0.327
0.077 1.645 2.008
-2.601 0.971 -0.053
1.228 0.194 -1.136
0.809 -0.310 -0.095
-0.205 -0.429 0.862
0.669 -0.230 -0.716
-0.137 -0.143 -0.419
1.086 -0.058 -0.024
-1.087 -2.175 -0.576
-0.089 0.482 -0.371
-0.287 0.677 0.434
0.722 0.650 0.328
0.213 0.320 -0.170
0.624 0.094 -0.732
-0.477 -0.145 -0.471
0.038 0.137 -0.331
0.138 -0.338 -0.168
0.501 -0.228 -0.354
0.104 -0.156 0.329
-0.039 0.310 -0.440
-0.573 0.185 0.374
-0.087 0.161 0.208
-1.355 0.423 0.264
-0.197 -0.597 0.388
1.274 1.974 -0.057
-0.250 -1.091 1.404
0.054 -0.590 0.456
0.303 -0.693 1.090
0.100 -0.362 -0.447
0.325 0.260 -0.788

Among the records above, which one has the lowest gap between HOMO and LUMO? C33H26CdF9N5O2S

Which of these has the lowest E_LUMO? C33H26CdF9N5O2S

Which value of gap between HOMO and LUMO does entry 1 give? 6.57 eV